Arrangement P

This record from the Open Molecules 2025 dataset describes 2 unconnected molecules or ions with the total composition C4H11BN2. The level of theory is wB97M-V/def2-TZVPD.

Geometry (Å):
1 B -0.22332 0.51102 0.44260
2 C -0.47932 1.34086 -1.68111
3 C -0.70198 -0.17876 -1.63477
4 C 0.61242 0.55289 2.77788
5 C 0.51351 -1.86577 -0.29760
6 N -0.56058 1.68014 -0.25057
7 N 0.00686 -0.56439 -0.37769
8 H 0.52100 1.76350 -2.03958
9 H -1.20153 1.88654 -2.33400
10 H -1.66106 -0.48206 -1.62788
11 H -0.00718 -0.65377 -2.52170
12 H 1.13503 1.47171 2.86609
13 H 1.19694 -0.28949 2.63671
14 H -0.23906 0.54030 3.52442
15 H 0.05222 -2.62318 -0.91020
16 H 1.69404 -1.92953 -0.41051
17 H 0.67796 -2.12875 0.77227
18 H -0.19031 2.66411 -0.00289

Computed properties:
- HOMO energy: -8.075 eV
- Orbital gap: 8.86 eV
- 2S+1: 1

=====

Arrangement Q

This record from the Open Molecules 2025 dataset describes a single C4H11BN2 molecule. The level of theory is wB97M-V/def2-TZVPD.

Geometry (Å):
1 B -0.45335 0.65263 -0.01877
2 C 2.11598 0.44419 0.04481
3 C 2.03281 -0.98503 0.03471
4 C -1.75016 1.57815 -0.37739
5 C -1.42942 -1.77908 0.42133
6 N 0.87415 1.18141 -0.24502
7 N -0.60108 -0.65940 0.31189
8 H 2.44148 0.84459 1.01539
9 H 2.76698 0.78734 -0.86090
10 H 1.88249 -1.42041 -0.87713
11 H 2.01984 -1.64315 0.82133
12 H -1.81677 1.38333 -1.47362
13 H -1.51811 2.59380 -0.13623
14 H -2.54602 1.06940 0.12514
15 H -1.74703 -1.99841 1.46796
16 H -2.38398 -1.57454 -0.09052
17 H -0.84417 -2.67688 0.01105
18 H 0.95636 2.20208 -0.17403

Computed properties:
- HOMO energy (spin up / spin down): -7.997 / -7.998 eV
- Orbital gap (spin up / spin down): 6.88 / 6.88 eV
- 2S+1: 1

=====

Least stable structure: arrangement Q

=====

Arrangement P

This record from the Open Molecules 2025 dataset describes 2 unconnected molecules or ions with the total composition C8H8O. The level of theory is wB97M-V/def2-TZVPD.

Geometry (Å):
1 C 1.09527 0.25268 -1.02726
2 C -1.18806 0.23972 1.18615
3 C 1.60668 -0.62462 -1.68924
4 C -2.41231 -0.00537 1.28392
5 C 1.10360 1.70343 1.67338
6 C 0.08186 0.69910 1.57826
7 C 2.60841 -1.08043 -2.64249
8 C -3.69478 -0.43185 0.75610
9 O 1.23170 0.33175 2.11496
10 H 1.71572 1.83712 0.79052
11 H 1.12229 2.49023 2.38452
12 H 2.53108 -2.06116 -2.93755
13 H 3.49389 -1.00322 -1.95475
14 H 2.56300 -0.49435 -3.51928
15 H -4.52204 -0.12254 1.33894
16 H -3.73408 -1.48204 1.01721
17 H -3.60223 -0.24844 -0.35338

Computed properties:
- HOMO energy (spin up / spin down): -8.357 / -7.461 eV
- Orbital gap (spin up / spin down): 7.26 / 5.57 eV
- 2S+1: 1

=====

Arrangement Q

This record from the Open Molecules 2025 dataset describes a single C8H8O molecule. The level of theory is wB97M-V/def2-TZVPD.

Geometry (Å):
1 O 1.01051 -0.55262 2.69837
2 C 0.73451 0.37608 1.64328
3 C -0.75833 0.52906 1.13304
4 C -0.72247 0.48926 -0.24189
5 C -1.82825 0.26680 -1.21942
6 C -1.21998 -0.18909 -2.31159
7 C 0.30669 -0.41395 -2.10136
8 C 0.49545 0.01367 -0.76330
9 C 1.47890 -0.03832 0.35860
10 H 1.09556 -1.63132 2.29565
11 H 0.93182 1.44785 1.94869
12 H -1.81037 0.74731 1.56805
13 H -2.87836 0.28501 -1.24900
14 H -1.52539 -0.60960 -3.22223
15 H 0.98321 -1.15247 -2.71933
16 H 2.53352 0.28550 0.31411
17 H 1.66680 -1.15247 0.49301

Computed properties:
- HOMO energy: -8.267 eV
- Structure (SMILES): O[C@@H]1C=C2C=CC=C2C1
- Orbital gap: 8.18 eV
- 2S+1: 1

=====

Least stable structure: arrangement P

=====

Arrangement P

This record from the Open Molecules 2025 dataset describes 2 unconnected molecules or ions with the total composition C3H10NO. The level of theory is wB97M-V/def2-TZVPD.

Geometry (Å):
1 C -0.59216 -1.34305 -1.44387
2 C -0.73843 -0.00150 -0.80511
3 C 1.66497 0.62187 -0.74351
4 N 0.58187 0.40617 -0.13198
5 H 0.09008 -1.42581 -2.30162
6 H -0.53423 -2.18336 -0.76408
7 H -1.50949 -1.47218 -2.01987
8 H -1.08443 0.85829 -1.37018
9 H -1.36535 -0.10310 0.08308
10 H 2.61603 0.70927 -0.23591
11 H 1.75358 0.81557 -1.80688
12 H 0.58684 0.37905 0.87881
13 H -0.71272 1.74472 3.66910
14 H -0.44607 0.06860 3.75077
15 O -0.31050 0.92546 3.24125

Computed properties:
- Net charge: +2
- HOMO energy (spin up / spin down): -19.945 / -19.900 eV
- Orbital gap (spin up / spin down): 10.73 / 3.22 eV
- 2S+1: 2

=====

Arrangement Q

This record from the Open Molecules 2025 dataset describes 2 unconnected molecules or ions with the total composition C3H10NO. The level of theory is wB97M-V/def2-TZVPD.

Geometry (Å):
1 C 1.89211 -0.00243 -1.21603
2 C 0.81942 -0.35092 -0.27441
3 C 0.03928 -1.52336 -0.36720
4 N 0.31086 0.67025 0.62347
5 H 2.04463 -0.79766 -1.94759
6 H 2.84063 0.06310 -0.62911
7 H 1.80927 0.96020 -1.73119
8 H -0.89227 -1.55440 0.20418
9 H 0.19045 -2.36692 -1.03837
10 H -0.71036 0.67190 0.89734
11 H 1.03359 1.11842 1.21036
12 H 0.22537 1.47533 -0.05411
13 H -2.98553 1.37977 0.58769
14 H -2.87766 0.43589 1.71484
15 O -2.40859 0.68721 0.89582

Computed properties:
- Net charge: +2
- HOMO energy (spin up / spin down): -20.879 / -20.877 eV
- Orbital gap (spin up / spin down): 10.47 / 6.82 eV
- 2S+1: 2

=====

Least stable structure: arrangement P

=====

Arrangement P

This record from the Open Molecules 2025 dataset describes a single C4H6ClN molecule. The level of theory is wB97M-V/def2-TZVPD.

Geometry (Å):
1 C 0.17276 0.63304 -1.24909
2 C 0.00339 -0.44430 -0.08021
3 C 0.28917 0.28361 1.25756
4 Cl 1.30446 -1.78795 -0.15634
5 C -1.22951 -1.15811 -0.13473
6 N -2.22219 -1.68115 -0.05221
7 H -0.53756 1.33303 -0.82224
8 H 1.24795 0.95158 -1.21635
9 H -0.05922 0.20376 -2.21152
10 H 1.26455 0.79271 1.24199
11 H -0.42020 1.16731 1.24132
12 H 0.18641 -0.29354 2.18182

Computed properties:
- HOMO energy: -11.137 eV
- Structure (SMILES): CC(C)(Cl)C#N
- Orbital gap: 11.88 eV
- 2S+1: 1

=====

Arrangement Q

This record from the Open Molecules 2025 dataset describes a single C4H6ClN molecule. The level of theory is wB97M-V/def2-TZVPD.

Geometry (Å):
1 C 0.61282 -1.05998 0.16367
2 C -0.68412 -1.20441 -0.09074
3 C 1.16157 0.34612 0.06965
4 C 0.01219 1.28128 -0.09435
5 N -1.38789 -0.12009 -0.54354
6 Cl -2.89809 0.22017 0.19718
7 H 1.28441 -1.88100 0.33318
8 H -1.20264 -2.14649 -0.00876
9 H 1.75253 0.56606 0.96581
10 H 1.81743 0.40109 -0.80408
11 H -0.40190 1.72233 0.79858
12 H -0.06630 1.87494 -0.98661

Computed properties:
- HOMO energy: -8.132 eV
- Orbital gap: 8.69 eV
- 2S+1: 1

=====

Least stable structure: arrangement Q

=====

Arrangement P

This record from the Open Molecules 2025 dataset describes a single C3H2FNOS molecule. The level of theory is wB97M-V/def2-TZVPD.

Geometry (Å):
1 F -1.82693 -1.70395 -0.44986
2 C -0.87510 -0.77061 -0.17002
3 C 0.27930 -0.97103 0.38933
4 N 0.84747 0.29199 0.30219
5 C 0.05131 1.18719 -0.35870
6 S 0.23621 2.79684 -0.64249
7 O -1.07390 0.46016 -0.65270
8 H 0.60128 -1.80217 0.98741
9 H 1.76036 0.51158 0.59485

Computed properties:
- HOMO energy: -8.457 eV
- Structure (SMILES): Fc1c[nH]c(=S)o1
- Orbital gap: 9.02 eV
- 2S+1: 1

=====

Arrangement Q

This record from the Open Molecules 2025 dataset describes a single C3H2FNOS molecule. The level of theory is wB97M-V/def2-TZVPD.

Geometry (Å):
1 F 0.28905 2.17475 -0.03551
2 C 0.35831 0.82672 -0.14767
3 N 1.53693 0.23925 -0.03675
4 C 1.37167 -1.05842 0.09669
5 O 0.04141 -1.32089 -0.09830
6 C -0.68804 -0.06725 -0.25210
7 S -2.41125 -0.10746 -0.03230
8 H 2.12249 -1.92915 0.02094
9 H -2.62058 1.24244 0.48499

Computed properties:
- HOMO energy: -8.802 eV
- Structure (SMILES): Fc1ncoc1S
- Orbital gap: 9.17 eV
- 2S+1: 1

=====

Arrangement R

This record from the Open Molecules 2025 dataset describes a single C3H2FNOS molecule. The level of theory is wB97M-V/def2-TZVPD.

Geometry (Å):
1 C 0.88749 -0.38909 -0.25378
2 C 0.25001 0.76092 -0.30371
3 C 0.69585 -2.59130 0.86934
4 N 0.60014 -1.44868 0.57229
5 O -1.92718 2.03541 -0.31169
6 F -1.85449 -0.32030 0.46156
7 S -1.21561 1.24009 0.64079
8 H 1.83155 -0.79545 -0.73474
9 H 0.73225 1.50839 -0.94007

Computed properties:
- HOMO energy: -10.891 eV
- Orbital gap: 10.34 eV
- 2S+1: 1

=====

Least stable structure: arrangement R

=====

Arrangement P

This record from the Open Molecules 2025 dataset describes a molecular structure, C5H3F. The level of theory is wB97M-V/def2-TZVPD.

Geometry (Å):
1 C -0.31250 2.17792 -0.43793
2 C -1.05631 1.83984 -1.65695
3 C -0.05706 0.69885 -0.16870
4 C 0.86702 -0.05230 0.24757
5 C -1.31383 0.65924 -0.98661
6 F -1.60400 2.51914 -2.57774
7 H 0.86868 -1.21513 0.28075
8 H 1.64792 0.56031 0.73848
9 H -2.38943 0.24875 -0.72471

Computed properties:
- HOMO energy: -8.932 eV
- Orbital gap: 9.32 eV
- 2S+1: 1

=====

Arrangement Q

This record from the Open Molecules 2025 dataset describes a molecular structure, C5H3F. The level of theory is wB97M-V/def2-TZVPD.

Geometry (Å):
1 C -0.72162 -0.27242 0.88092
2 C -0.08140 -1.32944 0.92178
3 C 0.66164 0.66333 -0.60662
4 C -0.84506 0.56893 -0.28582
5 C -0.16481 -0.65321 -0.86027
6 F 0.62794 -2.23165 1.53126
7 H 0.95629 1.48089 -1.28773
8 H 1.24728 0.59581 0.20046
9 H -1.68026 1.17775 -0.49397

Computed properties:
- HOMO energy: -9.194 eV
- Orbital gap: 9.54 eV
- 2S+1: 1

=====

Least stable structure: arrangement Q

=====

Arrangement P

This record from the Open Molecules 2025 dataset describes a molecular structure, C3H3Br2ClO. The level of theory is wB97M-V/def2-TZVPD.

Geometry (Å):
1 C 1.12332 -1.61213 0.38827
2 C -1.30502 0.57946 -0.15478
3 C 0.16948 0.72854 -0.06140
4 O 0.48757 -2.36244 1.03244
5 Cl 2.62213 -1.73843 -0.35358
6 Br 0.83260 1.77680 1.36768
7 Br 1.10617 0.99678 -1.68991
8 H -1.77716 1.53094 -0.42177
9 H -1.69885 0.25473 0.80831
10 H -1.56024 -0.15424 -0.91526

Computed properties:
- HOMO energy (spin up / spin down): -8.638 / -8.389 eV
- Orbital gap (spin up / spin down): 8.07 / 7.72 eV
- 2S+1: 1

=====

Arrangement Q

This record from the Open Molecules 2025 dataset describes a single C3H3Br2ClO molecule. The level of theory is wB97M-V/def2-TZVPD.

Geometry (Å):
1 C -1.70766 -0.04808 -0.08696
2 O -0.47834 -0.59441 0.39444
3 C 0.59819 0.11371 0.24475
4 Cl 0.37076 1.83658 0.24061
5 C 1.93613 -0.40132 0.12831
6 Br 3.36457 0.89784 -0.24870
7 Br 2.38737 -2.24646 0.18939
8 H -2.64454 -0.66104 0.10919
9 H -1.76972 0.15442 -1.19942
10 H -2.05676 0.94876 0.22839

Computed properties:
- HOMO energy: -8.565 eV
- Structure (SMILES): COC(Cl)=C(Br)Br
- Orbital gap: 8.99 eV
- 2S+1: 1

=====

Least stable structure: arrangement P

=====

Arrangement P

This record from the Open Molecules 2025 dataset describes 3 unconnected molecules or ions with the total composition CH3ClO2. The level of theory is wB97M-V/def2-TZVPD.

Geometry (Å):
1 C -1.55949 1.14996 -0.21073
2 O -2.03179 2.17968 0.17506
3 O -1.96156 -0.19438 -0.42354
4 Cl -3.54198 -0.60286 0.20322
5 H 1.22658 0.06892 1.51764
6 H -0.58579 1.04577 -0.72747
7 H 0.64668 0.66876 1.32431

Computed properties:
- HOMO energy (spin up / spin down): -8.076 / -11.386 eV
- Orbital gap (spin up / spin down): 9.02 / 7.38 eV
- 2S+1: 3

=====

Arrangement Q

This record from the Open Molecules 2025 dataset describes 2 unconnected molecules or ions with the total composition CH3ClO2. The level of theory is wB97M-V/def2-TZVPD.

Geometry (Å):
1 C -0.30206 -1.06425 0.26545
2 O 0.39407 -1.96652 -0.28014
3 O 1.68062 -0.00447 -0.04557
4 Cl 3.09897 0.59858 0.03973
5 H -0.40591 -0.93134 1.40108
6 H -0.78992 -0.21189 -0.20986
7 H 3.16635 1.57595 -0.86813

Computed properties:
- HOMO energy (spin up / spin down): -5.113 / -8.355 eV
- Orbital gap (spin up / spin down): 5.17 / 5.20 eV
- 2S+1: 3

=====

Least stable structure: arrangement Q